# 1
The following is a DFT calculation (the ωB97M-V functional and the def2-TZVPD basis) of a molecular structure, C15H29BrF3N4O2S2Sn at a distorted geometry.

Largest force on an atom in eV/Å: 2.364
Orbital gap in eV: 8.04
Highest occupied orbital energy in eV: -17.83
Energy relative to the best compared isomer or geometry (same formula, charge and spin) in kJ/mol: 23.1

Geometry as ORCA input:
```
! RIJCOSX wB97M-V def2-TZVPD def2/J DEFGRID3
* xyz 3 1
Sn 11.988 12.673 6.850
N 12.594 13.154 9.084
N 13.969 13.121 9.406
C 14.897 13.003 8.459
N 16.194 12.945 8.740
S 14.529 13.114 6.802
H 12.286 14.061 9.288
H 12.077 12.486 9.677
H 14.269 13.081 10.368
H 16.562 12.879 9.709
H 16.810 12.961 7.944
F 11.478 13.998 4.139
C 11.860 12.803 4.580
F 13.097 12.534 4.151
F 11.025 11.900 3.983
Br 6.590 11.728 9.378
C 7.607 12.369 7.994
C 7.058 13.068 6.922
C 7.890 13.567 5.934
C 9.241 13.426 6.103
N 9.780 12.752 7.132
C 8.975 12.145 7.996
H 5.973 13.253 6.929
H 7.540 14.179 5.157
H 9.901 13.892 5.423
H 9.435 11.544 8.767
C 12.388 16.785 8.348
C 11.421 16.145 7.401
O 12.080 14.854 6.950
H 11.897 17.197 9.217
H 13.025 17.594 7.938
H 13.185 16.053 8.693
H 11.186 16.678 6.479
H 10.511 15.823 7.891
H 12.586 15.169 6.206
C 14.115 8.577 4.544
C 13.289 9.052 5.712
C 11.762 8.840 5.528
S 10.850 9.542 6.845
O 11.835 10.744 7.442
C 11.233 8.412 8.131
C 10.031 8.354 9.081
C 10.477 7.466 10.235
H 15.155 8.881 4.775
H 13.856 9.200 3.696
H 14.023 7.509 4.308
H 13.437 10.147 5.881
H 13.611 8.510 6.643
H 11.478 7.796 5.622
H 11.451 9.342 4.624
H 12.202 8.650 8.602
H 11.259 7.415 7.689
H 9.168 7.912 8.547
H 9.705 9.366 9.414
H 10.763 6.420 9.858
H 9.638 7.288 10.913
H 11.372 7.859 10.731
*
```

=====

# 2
The following is a DFT calculation (the ωB97M-V functional and the def2-TZVPD basis) of a molecular structure, C15H29Cl5NO2P2S4ScSi at a distorted geometry.

Largest force on an atom in eV/Å: 1.735
Orbital gap in eV: 8.15
Highest occupied orbital energy in eV: -8.06
Energy relative to the best compared isomer or geometry (same formula, charge and spin) in kJ/mol: 51.6

Geometry as ORCA input:
```
! RIJCOSX wB97M-V def2-TZVPD def2/J DEFGRID3
* xyz 0 1
Sc -0.937 0.166 -0.482
C 3.657 -2.006 -0.002
C 3.757 -1.420 -1.421
S 2.605 -0.076 -1.784
C 1.864 -0.642 -3.334
C 1.163 -1.997 -3.290
S -0.185 -2.115 -2.109
C 0.184 -3.583 -1.139
C 1.537 -3.713 -0.443
S 2.013 -2.344 0.636
H 4.245 -2.926 0.040
H 4.101 -1.324 0.725
H 4.771 -1.048 -1.573
H 3.601 -2.204 -2.160
H 1.159 0.144 -3.609
H 2.634 -0.666 -4.105
H 0.745 -2.199 -4.278
H 1.868 -2.795 -3.068
H -0.627 -3.615 -0.414
H 0.061 -4.438 -1.807
H 1.519 -4.624 0.155
H 2.329 -3.840 -1.182
C -3.691 2.982 0.481
P -2.432 1.891 1.201
C -3.218 1.408 2.767
C -1.213 3.154 1.747
C 0.069 2.554 2.321
P 0.973 1.618 1.032
C 2.358 0.933 1.996
C 1.765 2.987 0.124
H -3.913 3.780 1.193
H -4.597 2.424 0.259
H -3.334 3.406 -0.455
H -3.542 2.317 3.278
H -2.525 0.851 3.396
H -4.085 0.776 2.569
H -1.710 3.800 2.475
H -0.995 3.771 0.871
H -0.150 1.864 3.136
H 0.728 3.333 2.708
H 2.695 1.675 2.723
H 3.187 0.701 1.327
H 2.053 0.024 2.515
H 2.371 3.591 0.802
H 1.012 3.617 -0.349
H 2.395 2.593 -0.672
S 0.336 3.414 -3.817
C -0.094 2.353 -2.703
N -0.388 1.567 -1.861
Cl -1.345 -4.146 2.217
C -1.904 -2.515 2.653
Cl -3.654 -2.346 2.365
C -1.145 -1.415 1.912
O -1.102 -1.502 0.612
O -0.663 -0.526 2.590
H -1.735 -2.393 3.711
Cl -2.427 -0.588 -4.060
Si -3.180 -0.317 -2.098
Cl -4.635 -1.801 -1.923
Cl -4.328 1.431 -2.400
*
```

=====

# 3
The following is a DFT calculation (the ωB97M-V functional and the def2-TZVPD basis) of a molecular structure, C15H29IrOS at a distorted geometry.

⟨S²⟩: 6.021
Largest force on an atom in eV/Å: 3.603
Orbital gap (spin up / spin down) in eV: 6.00 / 6.87
Highest occupied orbital energy (spin up / spin down) in eV: -14.53 / -17.20
Energy relative to the best compared isomer or geometry (same formula, charge and spin) in kJ/mol: 13.5

Geometry as ORCA input:
```
! RIJCOSX wB97M-V def2-TZVPD def2/J DEFGRID3
* xyz 2 5
C -1.834 0.689 -2.491
H -2.719 1.227 -2.851
H -0.951 1.191 -2.904
H -1.799 0.790 -1.401
C -1.877 -0.782 -2.918
H -0.996 -1.303 -2.520
H -2.752 -1.268 -2.467
C -1.926 -0.952 -4.439
H -1.956 -2.009 -4.725
H -2.814 -0.465 -4.859
H -1.046 -0.501 -4.913
C 1.467 -0.254 1.579
C 1.875 -1.136 0.498
C 2.026 -0.328 -0.627
C 1.866 1.066 -0.234
C 1.616 1.123 1.136
C 1.537 2.332 2.005
C 2.049 2.220 -1.163
C 2.393 -0.768 -2.006
C 2.104 -2.605 0.611
C 1.339 -0.671 3.008
Ir -0.111 -0.054 0.226
H 1.629 3.138 -0.755
H 3.109 2.402 -1.359
H 1.574 2.047 -2.129
H 1.259 3.220 1.440
H 0.802 2.213 2.799
H 2.500 2.536 2.481
H 0.906 -1.666 3.101
H 2.320 -0.692 3.489
H 0.709 0.014 3.574
H 1.986 -3.109 -0.347
H 3.115 -2.819 0.970
H 1.408 -3.072 1.307
H 1.834 -0.225 -2.770
H 3.453 -0.594 -2.205
H 2.201 -1.829 -2.157
C -2.664 0.710 3.528
S -1.619 0.398 2.065
C -2.739 -0.897 1.441
O -1.784 1.851 1.592
H -2.792 -0.228 4.109
H -3.661 1.102 3.233
H -2.163 1.453 4.184
H -3.776 -0.513 1.351
H -2.409 -1.184 0.422
H -2.688 -1.796 2.090
*
```

=====

# 4
The following is a DFT calculation (the ωB97M-V functional and the def2-TZVPD basis) of a molecular structure, C15H29LuOS at a distorted geometry.

Largest force on an atom in eV/Å: 4.367
Orbital gap (spin up / spin down) in eV: 4.76 / 4.77
Highest occupied orbital energy (spin up / spin down) in eV: -14.95 / -14.96

Geometry as ORCA input:
```
! RIJCOSX wB97M-V def2-TZVPD def2/J DEFGRID3
* xyz 2 1
C 1.077 2.084 0.171
H 1.427 2.577 1.083
H 1.800 2.072 -0.647
H 2.224 0.630 0.604
C -0.117 2.942 -0.334
H -0.798 2.390 -1.005
H -0.768 3.281 0.496
C 0.298 4.234 -1.113
H -0.590 4.819 -1.423
H 0.928 4.878 -0.482
H 0.871 3.986 -2.019
C -0.552 -2.034 -0.676
C -0.950 -0.918 -1.475
C 0.240 -0.344 -2.041
C 1.372 -1.084 -1.570
C 0.894 -2.124 -0.720
C 1.723 -3.030 0.136
C 2.813 -0.733 -1.817
C 0.274 0.733 -3.088
C -2.364 -0.583 -1.846
C -1.476 -2.976 0.028
Lu 0.421 -0.073 0.461
H 3.416 -0.968 -0.934
H 3.219 -1.268 -2.685
H 2.924 0.345 -1.989
H 2.728 -2.603 0.261
H 1.279 -3.107 1.140
H 1.838 -4.051 -0.268
H -2.436 -2.493 0.245
H -1.674 -3.889 -0.565
H -1.054 -3.277 0.994
H -2.438 0.429 -2.260
H -2.767 -1.291 -2.591
H -3.017 -0.601 -0.969
H 1.088 1.450 -2.894
H 0.443 0.305 -4.095
H -0.657 1.316 -3.119
C -1.770 -1.193 4.348
S -1.422 -0.423 2.754
C -0.770 1.173 3.307
O -0.057 -1.122 2.334
H -2.773 -0.812 4.647
H -1.056 -0.946 5.142
H -1.854 -2.278 4.205
H 0.111 1.003 3.953
H -0.510 1.834 2.442
H -1.543 1.740 3.875
*
```

=====

# 5
The following is a DFT calculation (the ωB97M-V functional and the def2-TZVPD basis) of a single C15H29N2O4S molecule.

⟨S²⟩: 0.754
Largest force on an atom in eV/Å: 0.545
Orbital gap (spin up / spin down) in eV: 8.55 / 9.93
Highest occupied orbital energy (spin up / spin down) in eV: -8.08 / -9.46

Geometry as ORCA input:
```
! RIJCOSX wB97M-V def2-TZVPD def2/J DEFGRID3
* xyz 0 2
C -3.401 2.114 -0.218
C -2.009 1.925 -0.842
C -2.047 2.536 -2.252
C -1.684 0.414 -0.830
C -0.260 -0.099 -0.517
C 0.561 -0.287 -1.818
C 0.653 0.931 -2.685
N 1.643 1.714 -2.582
C -0.440 -1.498 0.114
C 0.848 -2.211 0.556
C 0.815 -3.721 0.281
C 1.554 -4.589 1.294
S 3.250 -4.159 1.641
O 3.307 -3.055 2.554
O 3.967 -5.362 1.903
O 3.743 -3.604 0.220
C 0.532 0.825 0.440
C -0.161 2.079 0.988
C -1.051 1.716 2.185
C 0.893 3.109 1.420
N -1.005 2.707 -0.072
O -1.359 3.915 0.134
H -3.721 3.149 -0.302
H -4.111 1.482 -0.755
H -3.420 1.826 0.832
H -2.633 3.452 -2.245
H -1.048 2.796 -2.598
H -2.503 1.841 -2.958
H -1.979 0.006 -1.801
H -2.360 -0.051 -0.109
H 1.586 -0.554 -1.561
H 0.127 -1.116 -2.388
H -0.171 1.107 -3.383
H 1.558 2.512 -3.210
H -0.975 -2.122 -0.611
H -1.103 -1.398 0.978
H 1.708 -1.770 0.054
H 1.014 -2.049 1.623
H -0.225 -4.056 0.302
H 1.194 -3.941 -0.719
H 1.599 -5.631 0.981
H 1.073 -4.544 2.273
H 4.076 -2.710 0.351
H 0.839 0.252 1.318
H 1.449 1.138 -0.058
H -1.762 0.925 1.944
H -1.599 2.593 2.532
H -0.419 1.353 2.997
H 1.047 3.074 2.498
H 1.850 2.923 0.935
H 0.561 4.112 1.166
*
```

=====

# 6
The following is a DFT calculation (the ωB97M-V functional and the def2-TZVPD basis) of a single C15H29N3O3 molecule.

Largest force on an atom in eV/Å: 0.479
Orbital gap in eV: 9.68
Highest occupied orbital energy in eV: -9.28
Energy relative to the best compared isomer or geometry (same formula, charge and spin) in kJ/mol: 62.5
SMILES string: COCCNC(=O)CN1CCC(NC(=O)C(C)(C)C)CC1

Geometry as ORCA input:
```
! RIJCOSX wB97M-V def2-TZVPD def2/J DEFGRID3
* xyz 0 1
C -3.461 -2.792 -1.023
O -4.571 -2.904 -0.168
C -5.204 -1.690 0.161
C -4.404 -0.784 1.114
N -3.457 0.062 0.433
C -3.649 1.381 0.240
O -4.612 1.999 0.641
C -2.528 2.024 -0.578
N -1.289 1.277 -0.467
C -0.634 1.528 0.808
C 0.536 0.568 0.994
C 1.539 0.748 -0.146
N 2.646 -0.174 -0.021
C 3.933 0.234 0.038
O 4.237 1.409 0.004
C 4.993 -0.865 0.204
C 5.425 -0.814 1.676
C 4.508 -2.272 -0.145
C 6.179 -0.497 -0.693
C 0.811 0.565 -1.479
C -0.370 1.528 -1.565
H -2.570 -2.432 -0.495
H -3.672 -2.123 -1.866
H -3.263 -3.794 -1.400
H -5.449 -1.123 -0.749
H -6.132 -1.990 0.652
H -3.888 -1.407 1.851
H -5.099 -0.115 1.627
H -2.604 -0.322 0.051
H -2.859 2.015 -1.621
H -2.430 3.077 -0.272
H -0.266 2.567 0.867
H -1.366 1.384 1.606
H 1.020 0.757 1.953
H 0.166 -0.461 0.990
H 1.979 1.750 -0.100
H 2.422 -1.154 -0.002
H 5.778 0.184 1.924
H 6.227 -1.525 1.858
H 4.589 -1.056 2.331
H 3.778 -2.641 0.574
H 4.081 -2.305 -1.146
H 5.357 -2.954 -0.122
H 5.909 -0.605 -1.741
H 6.463 0.537 -0.517
H 7.030 -1.139 -0.482
H 1.497 0.748 -2.307
H 0.443 -0.461 -1.553
H 0.004 2.566 -1.553
H -0.904 1.369 -2.505
*
```

=====

# 7
The following is a DFT calculation (the ωB97M-V functional and the def2-TZVPD basis) of a gas-phase ion, C15H29N4O4 (charge +1) at a distorted geometry.

Largest force on an atom in eV/Å: 5.068
Orbital gap in eV: 9.79
Highest occupied orbital energy in eV: -12.90
Energy relative to the best compared isomer or geometry (same formula, charge and spin) in kJ/mol: 339.8
SMILES string: CCNc1nn(COCC)c(CCCCOC=O)[n+]1C[C@@H](C)O

Geometry as ORCA input:
```
! RIJCOSX wB97M-V def2-TZVPD def2/J DEFGRID3
* xyz 1 1
C -4.207 1.256 -1.491
C -3.640 0.931 -2.957
N -2.131 0.826 -3.047
C -1.542 0.773 -1.715
N -0.882 1.829 -1.028
N -0.501 1.414 0.201
C 0.175 2.358 1.138
O 1.023 3.320 0.458
C 2.413 2.964 0.687
C 3.468 4.014 0.095
C -0.876 0.050 0.428
C -0.682 -0.860 1.722
C 0.817 -1.409 1.936
C 1.413 -0.665 3.243
C 3.022 -0.505 3.186
O 3.642 -1.795 3.456
C 4.303 -2.311 2.313
O 4.240 -3.550 2.133
N -1.522 -0.346 -0.787
C -2.133 -1.637 -1.216
C -1.169 -2.291 -2.361
C -0.979 -3.878 -2.148
O -1.698 -2.099 -3.698
H -5.343 1.426 -1.620
H -3.800 2.221 -1.032
H -4.126 0.368 -0.763
H -4.072 1.742 -3.653
H -4.047 -0.074 -3.355
H -1.837 1.748 -3.434
H -0.665 2.995 1.610
H 0.719 1.855 2.002
H 2.627 1.954 0.163
H 2.612 2.902 1.824
H 3.919 3.684 -0.910
H 4.360 4.030 0.829
H 3.082 5.082 0.011
H -1.381 -1.767 1.577
H -1.059 -0.286 2.632
H 1.484 -1.329 1.016
H 0.712 -2.518 2.237
H 1.211 -1.305 4.181
H 0.897 0.342 3.449
H 3.289 0.270 3.996
H 3.375 -0.081 2.179
H 4.870 -1.694 1.540
H -3.138 -1.465 -1.748
H -2.292 -2.371 -0.360
H -0.140 -1.782 -2.343
H 0.120 -4.124 -2.387
H -1.224 -4.215 -1.086
H -1.600 -4.495 -2.898
H -1.107 -1.499 -4.206
*
```

=====

# 8
The following is a DFT calculation (the ωB97M-V functional and the def2-TZVPD basis) of a molecular structure, C15H29N4O7Pd at a distorted geometry.

⟨S²⟩: 6.011
Largest force on an atom in eV/Å: 1.412
Orbital gap (spin up / spin down) in eV: 6.17 / 6.61
Highest occupied orbital energy (spin up / spin down) in eV: -8.64 / -12.18
Energy relative to the best compared isomer or geometry (same formula, charge and spin) in kJ/mol: 237.8

Geometry as ORCA input:
```
! RIJCOSX wB97M-V def2-TZVPD def2/J DEFGRID3
* xyz 1 5
Pd 1.292 -0.413 0.351
O 1.321 -4.573 -0.577
C 1.177 -3.371 -0.062
O 1.488 -2.358 -0.664
C 0.573 -3.421 1.318
O 0.372 -2.133 1.850
C 1.034 -1.905 3.122
C 2.445 -1.361 2.952
O 3.182 -1.362 3.906
O 2.745 -0.910 1.760
H 1.761 -4.509 -1.441
H 1.244 -4.020 1.939
H -0.376 -3.958 1.241
H 1.058 -2.830 3.695
H 0.427 -1.177 3.657
N -0.886 -0.284 0.000
C -1.497 1.005 -0.363
C -2.861 1.240 0.311
C -3.856 0.097 0.143
C -4.416 -0.097 -1.266
N -3.475 -0.505 -2.288
C -2.823 -1.740 -2.346
N -2.911 -2.583 -1.199
N -1.502 -1.686 -2.887
C -0.602 2.190 -0.058
O -0.768 3.298 -0.419
O 0.553 1.865 0.743
H -1.229 -1.021 -0.620
H -1.155 -0.540 0.947
H -1.612 1.017 -1.447
H -3.271 2.174 -0.079
H -2.685 1.400 1.381
H -4.704 0.289 0.805
H -3.409 -0.837 0.490
H -4.853 0.840 -1.614
H -5.249 -0.809 -1.207
H -3.262 0.150 -3.017
H -3.873 -2.717 -0.917
H -2.537 -3.496 -1.422
H -1.462 -1.088 -3.701
H -1.196 -2.606 -3.176
C 2.351 4.182 -0.073
C 2.835 2.732 0.046
C 3.800 2.391 -1.092
C 3.526 2.530 1.411
C 1.697 1.780 -0.041
H 3.217 4.838 0.014
H 1.648 4.436 0.719
H 1.867 4.374 -1.032
H 4.669 3.047 -1.039
H 3.332 2.533 -2.068
H 4.160 1.362 -1.017
H 4.418 3.158 1.453
H 3.821 1.492 1.567
H 2.864 2.826 2.227
H 1.597 1.062 -0.917
*
```

=====

# 9
The following is a DFT calculation (the ωB97M-V functional and the def2-TZVPD basis) of 2 unconnected molecules or ions with the total composition C15H29N4OS3 at a distorted geometry.

Largest force on an atom in eV/Å: 4.367
Orbital gap in eV: 5.66
Highest occupied orbital energy in eV: -10.54

Geometry as ORCA input:
```
! RIJCOSX wB97M-V def2-TZVPD def2/J DEFGRID3
* xyz 1 1
C 1.027 -2.225 2.787
C 0.646 -2.125 1.644
C 0.334 -1.906 0.126
C -1.094 -1.296 -0.124
N -2.261 -2.288 -0.101
C -3.370 -1.359 -0.094
N -4.323 -1.255 -0.979
N -3.107 -0.555 1.119
S -3.005 -1.795 2.407
C -1.655 -0.168 0.859
C -1.548 1.251 0.115
C -0.040 1.370 -0.445
C 0.419 2.867 -0.635
S 1.980 3.052 -1.607
C 2.430 1.416 -2.372
S 2.340 1.360 -4.025
N 2.825 0.292 -1.534
C 3.970 0.678 -0.658
C 3.607 0.351 0.877
C 3.094 -0.921 -2.340
C 3.475 -2.215 -1.498
H 1.600 -2.103 3.738
H 0.363 -2.911 -0.400
H 1.131 -1.258 -0.329
H -1.170 -0.939 -1.200
H -2.154 -2.810 -0.989
H -5.283 -0.948 -0.797
H -4.066 -1.446 -1.958
H -1.967 -1.462 3.246
H -1.162 -0.006 1.853
H -2.208 1.218 -0.797
H -1.793 2.102 0.818
H 0.624 0.881 0.318
H -0.049 0.845 -1.444
H 0.608 3.282 0.404
H -0.394 3.512 -1.088
H 4.913 0.084 -0.871
H 4.268 1.759 -0.736
H 2.502 0.167 1.021
H 4.113 -0.610 1.208
H 3.904 1.179 1.576
H 2.124 -1.167 -2.881
H 3.873 -0.790 -3.143
H 3.825 -2.016 -0.450
H 2.605 -2.930 -1.466
H 4.340 -2.713 -2.031
C -4.350 2.733 2.353
O -4.971 1.840 1.439
H -4.999 3.595 2.494
H -4.198 2.235 3.314
H -3.389 3.067 1.951
H -4.381 1.082 1.327
*
```